8 unconnected molecules or ions with the total composition C25H68FNO31P7 at a distorted geometry, computed with ωB97M-V with the def2-TZVPD basis set.

Values from the calculation:
- electronic energy (a.u.) = -5870.608984
- E_HOMO (eV) = -4.4244
- net charge = -1

CARTESIAN COORDINATES (ANGSTROEM)
O 6.819 -0.686 4.326
C 6.984 0.102 3.386
O 7.318 -0.194 2.195
C 6.699 1.643 3.662
N 5.441 1.978 2.962
C 4.312 2.200 3.848
C 3.281 1.022 3.855
O 3.049 0.460 4.871
F 2.588 0.639 2.712
H 7.566 2.238 3.290
H 6.660 1.781 4.768
H 5.555 2.718 2.282
H 4.571 2.397 4.908
H 3.751 3.100 3.477
C 1.079 -2.682 3.302
O 0.869 -3.150 1.966
P -0.617 -3.305 1.425
O -0.712 -3.818 0.053
O -1.260 -1.869 1.651
C -0.745 -0.791 0.866
O -1.338 -4.193 2.532
C -1.179 -5.608 2.425
H 1.838 -1.903 3.289
H 0.171 -2.266 3.742
H 1.427 -3.512 3.917
H -0.135 -1.147 0.035
H -0.140 -0.146 1.504
H -1.583 -0.218 0.471
H -1.247 -6.037 3.424
H -0.210 -5.869 1.995
H -1.976 -6.019 1.806
C -8.013 -5.566 1.455
O -7.348 -6.459 0.564
P -5.914 -7.037 0.969
O -5.324 -7.921 -0.037
O -6.149 -7.696 2.399
C -6.983 -8.851 2.454
O -5.067 -5.747 1.333
C -4.449 -5.049 0.244
H -9.049 -5.889 1.559
H -7.551 -5.546 2.443
H -7.994 -4.561 1.032
H -7.158 -9.275 1.464
H -7.940 -8.576 2.902
H -6.500 -9.600 3.080
H -4.359 -3.997 0.513
H -5.042 -5.127 -0.668
H -3.454 -5.458 0.071
C 8.621 -1.678 -4.071
O 7.836 -0.551 -3.699
P 8.361 0.409 -2.529
O 7.455 1.521 -2.226
O 9.821 0.841 -3.007
C 9.907 1.668 -4.166
O 8.674 -0.571 -1.335
C 7.564 -0.952 -0.485
H 8.694 -1.705 -5.159
H 9.627 -1.638 -3.652
H 8.126 -2.586 -3.724
H 8.941 2.096 -4.435
H 10.280 1.070 -5.001
H 10.609 2.477 -3.967
H 7.769 -1.940 -0.080
H 6.629 -0.989 -1.049
H 7.469 -0.243 0.343
C 11.137 6.812 -0.519
O 10.871 6.346 -1.839
P 9.352 6.205 -2.323
O 9.210 5.695 -3.689
O 8.730 7.651 -2.070
C 9.224 8.720 -2.871
O 8.663 5.343 -1.192
C 8.799 3.912 -1.294
H 11.912 7.577 -0.572
H 10.252 7.239 -0.046
H 11.499 5.980 0.086
H 9.798 8.358 -3.725
H 9.859 9.360 -2.255
H 8.378 9.303 -3.233
H 8.763 3.490 -0.291
H 9.749 3.637 -1.757
H 7.978 3.510 -1.877
C 0.647 -1.477 -5.136
O 1.709 -1.468 -4.188
P 2.458 -2.840 -3.845
O 3.513 -2.707 -2.841
O 2.936 -3.386 -5.264
C 3.940 -2.634 -5.943
O 1.285 -3.841 -3.478
C 0.800 -3.797 -2.124
H 0.797 -0.652 -5.832
H 0.604 -2.410 -5.700
H -0.299 -1.334 -4.612
H 4.422 -1.909 -5.284
H 3.481 -2.106 -6.781
H 4.692 -3.322 -6.325
H -0.242 -4.097 -2.122
H 0.877 -2.793 -1.708
H 1.373 -4.491 -1.512
C -5.003 2.102 2.733
O -4.929 1.113 1.709
P -6.059 -0.015 1.632
O -5.856 -0.988 0.555
O -7.420 0.800 1.565
C -7.661 1.574 0.385
O -6.105 -0.622 3.100
C -5.143 -1.636 3.399
H -4.836 3.079 2.281
H -5.973 2.107 3.233
H -4.222 1.911 3.469
H -6.977 1.307 -0.423
H -7.541 2.630 0.624
H -8.682 1.401 0.057
H -4.926 -1.605 4.466
H -4.214 -1.481 2.846
H -5.558 -2.613 3.149
C -13.747 4.444 1.269
O -12.500 3.759 1.371
P -11.285 4.208 0.436
O -10.072 3.410 0.616
O -11.127 5.763 0.727
C -10.684 6.141 2.030
O -11.900 4.198 -1.029
C -11.923 2.940 -1.706
H -14.094 4.680 2.275
H -13.664 5.371 0.700
H -14.474 3.792 0.786
H -10.279 5.294 2.585
H -11.525 6.562 2.582
H -9.910 6.900 1.928
H -12.761 2.940 -2.401
H -12.046 2.112 -1.006
H -10.996 2.812 -2.265



7 unconnected molecules or ions with the total composition C25H68N4O10 at a distorted geometry, computed with ωB97M-V with the def2-TZVPD basis set.

Values from the calculation:
- electronic energy (a.u.) = -1964.367196
- structure (SMILES) = COC[C@H](C)N.COCCNCCOC.COCCNCCOC.COCCNCCOC.CO.CO.CO
- E_HOMO (eV) = -8.7125
- net charge = 0

CARTESIAN COORDINATES (ANGSTROEM)
C -29.610 9.290 -1.939
O -29.067 8.195 -2.711
C -29.653 6.997 -2.683
C -28.849 5.809 -3.338
C -28.533 5.908 -4.907
N -29.630 4.554 -3.256
H -30.560 9.674 -2.312
H -28.869 10.082 -2.048
H -29.597 9.238 -0.851
H -29.756 6.705 -1.638
H -30.650 7.024 -3.121
H -27.905 5.836 -2.793
H -27.916 5.038 -5.133
H -27.812 6.696 -5.123
H -29.448 5.844 -5.495
H -30.240 4.571 -4.060
H -30.343 4.572 -2.540
C -37.745 7.257 -9.454
O -37.153 8.387 -8.866
C -36.932 8.302 -7.406
C -35.785 9.468 -7.127
N -34.496 8.924 -7.314
C -33.555 10.029 -7.261
C -32.219 9.429 -7.733
O -31.865 8.104 -7.204
C -31.884 8.023 -5.789
H -37.951 7.324 -10.523
H -38.769 7.098 -9.116
H -37.273 6.324 -9.146
H -36.512 7.326 -7.162
H -37.922 8.423 -6.966
H -35.766 9.875 -6.116
H -36.056 10.384 -7.652
H -34.275 8.480 -8.194
H -33.512 10.227 -6.190
H -33.759 10.857 -7.939
H -31.435 10.111 -7.405
H -32.256 9.359 -8.820
H -31.629 8.994 -5.365
H -31.217 7.280 -5.353
H -32.863 7.871 -5.335
C -32.551 17.554 -3.302
O -31.380 16.847 -2.809
C -31.690 15.558 -2.270
C -30.276 14.919 -1.954
N -30.504 13.673 -1.170
C -29.239 13.052 -0.855
C -29.522 11.990 0.266
O -29.721 12.710 1.409
C -29.974 11.931 2.562
H -33.335 17.548 -2.544
H -32.813 17.291 -4.327
H -32.267 18.607 -3.288
H -32.178 14.952 -3.033
H -32.268 15.521 -1.346
H -29.633 15.595 -1.391
H -29.745 14.732 -2.887
H -30.805 13.945 -0.245
H -28.508 13.750 -0.446
H -28.899 12.668 -1.817
H -28.578 11.445 0.262
H -30.318 11.288 0.020
H -29.179 11.245 2.856
H -30.940 11.426 2.559
H -30.094 12.635 3.385
C -37.346 6.157 5.384
O -36.530 7.063 4.637
C -36.566 6.617 3.208
C -35.866 7.712 2.417
N -36.503 9.028 2.495
C -35.813 10.153 1.816
C -35.888 10.177 0.255
O -34.999 9.274 -0.321
C -35.003 9.301 -1.758
H -37.443 6.525 6.406
H -36.798 5.215 5.380
H -38.377 6.022 5.058
H -37.527 6.533 2.701
H -36.229 5.599 3.017
H -35.755 7.360 1.391
H -34.914 7.847 2.931
H -36.619 9.232 3.477
H -34.792 10.305 2.166
H -36.414 10.989 2.172
H -35.438 11.050 -0.218
H -36.880 10.108 -0.190
H -34.756 10.310 -2.088
H -35.943 9.119 -2.279
H -34.310 8.626 -2.260
C -28.789 10.346 -5.253
O -28.944 11.647 -5.158
H -29.646 9.684 -5.128
H -28.455 10.092 -6.259
H -27.956 9.886 -4.722
H -29.412 11.814 -4.336
C -32.086 14.622 -6.924
O -33.281 15.133 -6.395
H -31.510 15.426 -7.382
H -31.500 14.025 -6.226
H -32.250 13.898 -7.723
H -33.929 15.362 -7.065
C -32.392 12.133 -4.157
O -31.249 11.966 -3.351
H -32.802 13.120 -4.374
H -31.982 11.810 -5.114
H -33.245 11.464 -4.041
H -31.458 12.479 -2.567